Computed, not measured: the ion C5H11NO with charge +1, with ωB97M-V with the def2-TZVPD basis set.

ORCA input file:
```
! RIJCOSX wB97M-V def2-TZVPD def2/J DEFGRID3
* xyz 1 2
C 1.398 -0.952 -0.576
C 2.030 0.073 0.307
C -0.038 -0.488 -1.029
N -1.072 -0.145 -0.104
C -1.851 0.991 -0.696
C -1.015 -0.203 1.340
O -0.310 -0.323 -2.195
H 1.253 -1.971 -0.023
H 2.003 -1.006 -1.515
H 1.761 0.153 1.384
H 3.068 -0.304 0.328
H 2.125 1.067 -0.106
H -2.192 0.692 -1.701
H -2.776 1.091 0.044
H -1.209 1.871 -0.693
H -2.003 0.117 1.664
H -0.799 -1.227 1.852
H -0.375 0.564 1.719
*
```

Output
<S²>: 0.768
Relative energy (zero: lowest compared OMol25 entry of this formula, charge and spin), kcal/mol: 47.2
Lowest unoccupied orbital energy (alpha / beta), eV: -3.5182 / -8.4002
E_tot, hartree: -326.7488

***

Computed, not measured: a structure of composition C32H37Cl2PSn, with ωB97M-V with the def2-TZVPD basis set.

ORCA input file:
```
! RIJCOSX wB97M-V def2-TZVPD def2/J DEFGRID3
* xyz 2 1
Sn -0.363 0.575 0.693
C -3.403 -0.488 2.445
C -3.565 -1.047 1.171
C -3.972 0.016 0.258
C -4.039 1.175 0.996
C -3.693 0.868 2.354
C -3.800 1.759 3.534
C -4.540 2.492 0.502
C -4.517 -0.241 -1.087
C -3.532 -2.470 0.847
C -3.129 -1.260 3.686
H -4.429 2.642 3.340
H -2.786 2.091 3.868
H -4.206 1.213 4.423
H -3.719 3.198 0.237
H -5.148 2.963 1.303
H -5.169 2.313 -0.403
H -3.861 -0.950 -1.625
H -4.589 0.707 -1.617
H -5.520 -0.713 -1.043
H -3.416 -3.050 1.766
H -2.682 -2.655 0.183
H -4.496 -2.721 0.411
H -3.319 -0.678 4.587
H -2.111 -1.681 3.777
H -3.793 -2.130 3.695
C 4.412 -1.813 -1.718
C 3.200 -2.666 -1.422
C 3.332 -4.036 -1.524
C 2.237 -4.880 -1.349
C 0.967 -4.364 -1.064
C 0.859 -2.981 -0.928
C 1.937 -2.114 -1.095
P 1.552 -0.385 -0.830
C 2.926 0.324 0.149
C 3.339 -0.467 1.256
C 4.294 0.010 2.161
C 4.911 1.254 1.913
C 4.524 2.030 0.813
C 3.585 1.540 -0.105
C 3.260 2.308 -1.338
C 0.885 0.317 -2.383
C 1.329 -0.185 -3.614
C 0.821 0.251 -4.805
C -0.191 1.200 -4.861
C -0.731 1.654 -3.646
C -0.158 1.288 -2.395
C -0.763 1.832 -1.171
H 4.923 -2.199 -2.616
H 5.087 -1.942 -0.881
H 4.204 -0.755 -1.894
H 4.342 -4.435 -1.772
H 2.353 -5.929 -1.488
H 0.116 -5.053 -0.927
H -0.123 -2.545 -0.744
H 2.924 -1.460 1.350
H 4.569 -0.610 3.001
H 5.757 1.563 2.504
H 4.917 3.041 0.645
H 3.837 3.248 -1.361
H 2.192 2.508 -1.360
H 3.495 1.739 -2.221
H 2.124 -0.926 -3.666
H 1.222 -0.149 -5.757
H -0.634 1.558 -5.813
H -1.599 2.303 -3.591
H -1.867 2.051 -1.328
H -0.345 2.802 -0.820
Cl 0.777 1.031 4.213
C 0.836 2.742 3.849
Cl 0.193 2.963 1.957
H 1.859 3.119 3.897
H 0.110 3.289 4.475
*
```

Output
Relative energy (zero: lowest compared OMol25 entry of this formula, charge and spin), kcal/mol: 1.1
Lowest unoccupied orbital energy (alpha / beta), eV: -8.2039 / -8.2505
E_tot, hartree: -2716.9690

***

Computed, not measured: a structure of composition C34H41Cl2InN7O3SSi, with ωB97M-V with the def2-TZVPD basis set.

ORCA input file:
```
! RIJCOSX wB97M-V def2-TZVPD def2/J DEFGRID3
* xyz 1 1
In -0.139 -0.415 -0.185
N 4.022 -6.771 -2.100
C 3.831 -5.486 -1.693
C 3.543 -4.475 -2.622
C 3.356 -3.176 -2.203
C 3.452 -2.861 -0.856
C 3.751 -3.845 0.081
C 3.941 -5.144 -0.334
S 3.045 -1.254 -0.285
O 4.148 -0.548 0.290
O 2.333 -0.557 -1.349
N 1.837 -1.517 0.801
C 1.981 -1.522 2.101
N 3.141 -1.734 2.754
C 3.128 -1.803 4.062
C 1.957 -1.690 4.836
C 0.803 -1.445 4.165
N 0.809 -1.318 2.815
H 3.866 -7.024 -3.057
H 4.144 -7.504 -1.428
H 3.462 -4.710 -3.677
H 3.131 -2.400 -2.919
H 3.848 -3.581 1.127
H 4.178 -5.914 0.390
H 4.092 -1.964 4.533
H 1.975 -1.792 5.910
H -0.165 -1.332 4.634
C -0.354 -2.296 -1.392
Si -0.758 -1.757 -3.136
C -0.069 0.026 -3.270
N -0.637 0.974 -2.291
C 0.102 2.259 -2.283
C -0.323 3.182 -3.419
C -1.805 3.580 -3.258
C -2.534 2.606 -2.322
C -2.076 1.182 -2.601
C 0.155 -2.702 -4.493
C 1.387 -2.256 -4.976
C 2.081 -2.963 -5.948
C 1.544 -4.130 -6.470
C 0.313 -4.583 -6.017
C -0.371 -3.876 -5.038
C -2.616 -1.989 -3.424
C -3.470 -2.328 -2.372
C -4.803 -2.636 -2.600
C -5.320 -2.589 -3.887
C -4.494 -2.232 -4.943
C -3.157 -1.948 -4.711
H 0.631 -2.749 -1.307
H -1.095 -2.939 -0.921
H -0.170 0.407 -4.295
H 0.994 -0.066 -3.050
H 1.167 2.032 -2.333
H -0.086 2.764 -1.334
H -0.167 2.676 -4.373
H 0.315 4.065 -3.424
H -2.292 3.567 -4.235
H -1.896 4.598 -2.877
H -3.611 2.667 -2.487
H -2.352 2.856 -1.273
H -2.251 0.971 -3.663
H -2.662 0.469 -2.030
H 1.816 -1.334 -4.598
H 3.038 -2.597 -6.301
H 2.084 -4.686 -7.226
H -0.118 -5.486 -6.432
H -1.330 -4.247 -4.693
H -3.086 -2.366 -1.360
H -5.435 -2.942 -1.775
H -6.356 -2.845 -4.067
H -4.892 -2.196 -5.949
H -2.516 -1.703 -5.552
Cl 1.926 1.773 0.713
C 0.897 3.088 1.361
Cl -0.824 2.695 1.234
H 1.092 3.989 0.792
H 1.137 3.230 2.408
O -1.431 -0.925 2.667
C -0.377 -0.791 2.113
C -5.857 -0.784 0.732
N -4.951 0.350 0.565
C -5.546 1.631 0.193
C -3.680 0.137 0.338
N -2.549 -0.047 0.181
H -6.615 -0.524 1.470
H -5.300 -1.647 1.086
H -6.349 -1.029 -0.212
H -6.321 1.878 0.916
H -5.993 1.581 -0.804
H -4.790 2.412 0.204
*
```

Output
Relative energy (zero: lowest compared OMol25 entry of this formula, charge and spin), kcal/mol: 20.2
Lowest unoccupied orbital energy, eV: -2.8961
E_tot, hartree: -3727.2202

***

Computed, not measured: a structure of composition C2H4NO3S, with ωB97M-V with the def2-TZVPD basis set.

ORCA input file:
```
! RIJCOSX wB97M-V def2-TZVPD def2/J DEFGRID3
* xyz -1 1
C -0.404 -0.067 0.101
C -1.344 -0.831 1.066
N 0.293 -0.566 -0.834
O 2.203 0.424 -2.286
O 2.248 0.639 0.148
O 0.617 1.836 -1.262
S 1.472 0.711 -1.128
H -0.331 0.998 0.188
H -2.271 -0.293 1.392
H -0.809 -1.012 1.935
H -1.676 -1.840 0.680
*
```

Output
Relative energy (zero: lowest compared OMol25 entry of this formula, charge and spin), kcal/mol: 9.7
Lowest unoccupied orbital energy, eV: 3.8358
E_tot, hartree: -757.3062

***

Computed, not measured: an isolated molecule of C2H8S2Si2, with ωB97M-V with the def2-TZVPD basis set.

ORCA input file:
```
! RIJCOSX wB97M-V def2-TZVPD def2/J DEFGRID3
* xyz 0 1
C -1.049 -1.391 -0.479
C 0.152 -1.607 0.461
S 1.759 -0.891 -0.122
Si 1.664 1.229 -0.069
Si -0.717 1.688 -0.049
S -2.188 -0.007 0.019
H -0.756 -1.254 -1.522
H -1.645 -2.401 -0.322
H 0.061 -1.232 1.453
H 0.213 -2.768 0.590
H 2.708 1.835 -0.902
H 2.176 1.969 1.180
H -0.955 2.182 -1.308
H -1.422 2.648 1.070
*
```

Output
Relative energy (zero: lowest compared OMol25 entry of this formula, charge and spin), kcal/mol: 31.4
Lowest unoccupied orbital energy, eV: 0.0482
Structure (SMILES): C1CS[SiH2][SiH2]S1
E_tot, hartree: -1456.3254

***

Computed, not measured: a structure of composition C34H36BiBrN8O4Si, with ωB97M-V with the def2-TZVPD basis set.

ORCA input file:
```
! RIJCOSX wB97M-V def2-TZVPD def2/J DEFGRID3
* xyz 0 1
Bi -0.645 -0.162 -0.345
Br 1.359 -0.214 -7.523
C 0.424 -0.016 -5.880
C -0.032 1.249 -5.496
C -0.717 1.398 -4.314
C -0.941 0.307 -3.445
O -1.572 0.493 -2.315
C -0.478 -0.966 -3.864
C -0.709 -2.147 -3.068
N -1.046 -2.124 -1.835
C -1.281 -3.318 -1.130
C -0.554 -4.462 -1.331
C -0.811 -5.625 -0.577
C -1.775 -5.629 0.388
C -2.512 -4.451 0.654
C -3.481 -4.369 1.677
C -4.125 -3.188 1.904
C -3.798 -2.075 1.101
N -2.917 -2.113 0.135
C -2.269 -3.284 -0.103
C 0.191 -1.109 -5.089
H 0.172 2.105 -6.125
H -1.067 2.372 -3.992
H -0.625 -3.106 -3.586
H 0.255 -4.452 -2.053
H -0.222 -6.515 -0.760
H -1.969 -6.519 0.976
H -3.691 -5.246 2.277
H -4.873 -3.091 2.680
H -4.285 -1.119 1.269
H 0.538 -2.089 -5.394
C 3.934 0.664 1.995
N 3.431 -0.219 0.953
C 4.261 -0.924 0.123
C 3.788 -1.658 -0.889
C 2.361 -1.643 -1.195
O 1.906 -2.208 -2.179
N 1.564 -0.905 -0.327
C 2.063 -0.277 0.775
O 1.313 0.257 1.599
H 5.021 0.653 1.964
H 3.593 0.339 2.976
H 3.576 1.679 1.823
H 5.317 -0.858 0.353
H 4.431 -2.232 -1.538
C -0.928 0.365 6.150
N -0.925 -0.102 4.782
C -0.462 -1.405 4.345
C -0.812 -1.352 2.853
O -0.541 -2.218 2.048
N -1.450 -0.167 2.586
C -1.474 0.514 3.719
N -2.032 1.735 3.821
H -0.274 -0.276 6.735
H -1.927 0.338 6.592
H -0.537 1.383 6.222
H -0.987 -2.225 4.838
H 0.613 -1.528 4.479
H -2.206 2.205 2.947
H -1.800 2.321 4.604
C -2.690 2.223 0.095
Si -1.017 3.052 -0.173
C -1.214 4.335 -1.525
C -0.631 3.968 1.444
N 0.173 1.883 -0.609
C 1.448 2.235 -1.064
C 2.141 3.338 -0.527
C 3.402 3.698 -0.980
C 4.036 2.961 -1.971
C 3.376 1.862 -2.506
C 2.110 1.508 -2.069
H -3.417 2.991 0.376
H -2.700 1.449 0.874
H -3.038 1.758 -0.834
H -1.600 5.285 -1.141
H -1.902 3.975 -2.295
H -0.249 4.536 -2.000
H -1.547 4.307 1.944
H -0.035 4.865 1.252
H -0.064 3.333 2.134
H 1.679 3.904 0.273
H 3.895 4.562 -0.547
H 5.021 3.241 -2.322
H 3.843 1.274 -3.288
H 1.614 0.663 -2.533
*
```

Output
Relative energy (zero: lowest compared OMol25 entry of this formula, charge and spin), kcal/mol: 6.2
Lowest unoccupied orbital energy, eV: 0.0720
E_tot, hartree: -5134.5281

***

Computed, not measured: a structure of composition C43H63N6O13P3SY, with ωB97M-V with the def2-TZVPD basis set.

ORCA input file:
```
! RIJCOSX wB97M-V def2-TZVPD def2/J DEFGRID3
* xyz -1 1
Y -0.047 -0.348 0.724
C 1.358 -3.871 3.202
O 1.350 -4.790 2.105
C 0.311 -4.800 1.227
C -0.012 -6.028 0.690
C -1.029 -6.178 -0.262
C -1.717 -5.064 -0.675
C -1.410 -3.794 -0.153
C -2.205 -2.683 -0.626
N -2.024 -1.441 -0.362
N -2.971 -0.609 -0.964
C -2.628 0.640 -0.814
O -1.584 1.072 -0.209
C -3.533 1.644 -1.445
C -4.898 1.404 -1.575
C -5.715 2.344 -2.185
C -5.173 3.522 -2.683
C -3.810 3.761 -2.559
C -2.996 2.828 -1.936
C -0.392 -3.622 0.820
O -0.113 -2.472 1.337
H 2.070 -4.287 3.912
H 0.370 -3.807 3.661
H 1.679 -2.881 2.894
H 0.552 -6.884 1.041
H -1.267 -7.159 -0.654
H -2.518 -5.146 -1.403
H -3.045 -2.936 -1.279
H -5.302 0.476 -1.192
H -6.779 2.159 -2.272
H -5.812 4.254 -3.162
H -3.380 4.675 -2.951
H -1.930 2.985 -1.845
C 7.100 3.934 0.205
C 6.214 2.782 0.599
C 6.682 1.766 1.424
C 5.873 0.691 1.773
C 4.576 0.623 1.293
C 4.086 1.642 0.485
C 4.901 2.707 0.138
S 3.539 -0.797 1.632
O 4.170 -1.462 2.754
O 3.525 -1.506 0.365
N 2.113 -0.241 1.955
C 1.963 0.282 3.312
C 0.546 0.810 3.570
O 0.374 1.627 4.467
O -0.382 0.351 2.798
H 7.942 4.035 0.890
H 6.547 4.875 0.205
H 7.505 3.792 -0.800
H 7.695 1.819 1.808
H 6.233 -0.099 2.418
H 3.054 1.604 0.154
H 4.508 3.504 -0.487
H 2.660 1.100 3.531
H 2.153 -0.494 4.064
C 4.978 -0.534 -2.599
C 3.531 -0.132 -2.468
C 3.170 1.164 -3.150
O 2.707 -1.196 -3.077
P 1.538 -1.858 -2.262
O 1.114 -1.063 -1.094
C 0.217 -2.041 -3.463
P -0.282 -0.506 -4.282
O -0.377 0.646 -3.383
O 0.752 -0.278 -5.460
C 0.942 -1.202 -6.552
C 0.291 -0.624 -7.792
C 2.435 -1.408 -6.696
O -1.601 -0.910 -5.067
C -2.886 -0.797 -4.359
C -3.592 0.439 -4.871
C -3.644 -2.079 -4.603
O 1.947 -3.285 -1.790
C 2.569 -4.436 -2.402
C 1.489 -5.389 -2.873
C 3.547 -4.064 -3.497
H 5.607 0.232 -2.141
H 5.267 -0.650 -3.647
H 5.159 -1.463 -2.061
H 3.269 -0.110 -1.412
H 3.373 1.108 -4.222
H 3.758 1.980 -2.723
H 2.111 1.383 -3.016
H -0.641 -2.432 -2.906
H 0.500 -2.788 -4.206
H 0.456 -2.151 -6.305
H 0.745 0.338 -8.036
H -0.775 -0.478 -7.628
H 0.428 -1.298 -8.640
H 2.914 -0.464 -6.962
H 2.649 -2.139 -7.477
H 2.863 -1.750 -5.754
H -2.687 -0.682 -3.292
H -3.764 0.367 -5.947
H -2.998 1.327 -4.658
H -4.552 0.549 -4.363
H -3.848 -2.210 -5.668
H -4.591 -2.051 -4.064
H -3.076 -2.941 -4.247
H 3.112 -4.885 -1.570
H 0.970 -4.999 -3.751
H 0.762 -5.562 -2.081
H 1.941 -6.344 -3.149
H 3.038 -3.640 -4.366
H 4.059 -4.973 -3.818
H 4.290 -3.349 -3.150
C 0.106 5.286 2.828
N 1.446 5.115 2.265
C 1.512 5.826 0.996
N 0.488 5.438 0.027
C -0.823 5.594 0.666
N -0.969 4.882 1.927
C -0.968 3.429 1.722
P 0.601 2.803 0.949
C 1.765 3.690 2.101
C 0.694 4.056 -0.419
H -0.026 6.347 3.062
H 0.034 4.704 3.747
H 2.498 5.667 0.551
H 1.389 6.894 1.200
H -1.597 5.253 -0.026
H -0.970 6.662 0.857
H -1.800 3.145 1.076
H -1.096 2.918 2.679
H 2.788 3.594 1.727
H 1.722 3.206 3.078
H -0.047 3.805 -1.181
H 1.675 3.985 -0.901
*
```

Output
Relative energy (zero: lowest compared OMol25 entry of this formula, charge and spin), kcal/mol: 0.0
Lowest unoccupied orbital energy, eV: 2.0708
E_tot, hartree: -4444.1205

***

Computed, not measured: a cluster of 2 separate species, CH9N3 in total, with ωB97M-V with the def2-TZVPD basis set.

ORCA input file:
```
! RIJCOSX wB97M-V def2-TZVPD def2/J DEFGRID3
* xyz 1 2
N -0.829 2.784 -1.321
H -0.253 2.861 -2.151
H -1.734 3.207 -1.465
H -0.316 3.324 -0.631
N 0.167 -2.262 1.448
C 0.064 -1.084 0.646
N 1.113 -0.980 -0.316
H -0.298 -3.044 0.985
H -0.354 -2.123 2.308
H 0.211 -0.185 1.281
H -0.894 -0.947 0.117
H 1.142 -0.050 -0.739
H 1.981 -1.501 -0.163
*
```

Output
<S²>: 0.754
Relative energy (zero: lowest compared OMol25 entry of this formula, charge and spin), kcal/mol: 0.0
Lowest unoccupied orbital energy (alpha / beta), eV: -3.4011 / -8.5382
E_tot, hartree: -207.4289

***

Look up the E_tot of the fifth one. -1456.3254 hartree

***

Which formula does entry 8 have? CH9N3